1.
The following is a DFT calculation (the ωB97M-V functional and the def2-TZVPD basis) of one molecule with the formula C10H19N3O4 in a non-equilibrium geometry.

Atoms and positions in Å:
C: 3.36 1.58 0.35
C: 3.38 0.13 0.03
C: 3.55 -0.11 -1.45
C: 2.32 -0.77 0.67
C: 1.03 -0.15 1.15
N: 0.25 -1.02 1.93
C: 0.17 0.33 -0.07
O: 0.49 0.31 -1.26
N: -1.07 0.87 0.40
C: -2.17 1.11 -0.50
C: -2.65 -0.16 -1.23
C: -3.05 -1.28 -0.33
N: -4.05 -2.04 -0.88
O: -2.67 -1.46 0.84
C: -3.37 1.79 0.24
O: -3.85 2.83 -0.17
O: -3.76 1.11 1.41
H: 2.51 2.14 0.04
H: 4.16 2.08 -0.34
H: 3.57 1.93 1.38
H: 4.36 -0.13 0.45
H: 4.51 0.34 -1.82
H: 3.65 -1.23 -1.60
H: 2.84 0.26 -2.14
H: 2.81 -1.26 1.57
H: 2.08 -1.57 0.00
H: 1.43 0.77 1.68
H: 0.50 -1.16 2.86
H: -0.09 -1.78 1.45
H: -1.40 0.27 1.17
H: -1.84 1.79 -1.26
H: -3.32 -0.15 -2.15
H: -1.72 -0.73 -1.57
H: -4.56 -2.80 -0.41
H: -4.10 -2.09 -1.86
H: -3.32 0.25 1.41

As for the SMILES: CC(C)C[C@H](N)C(=O)N[C@@H](CC(N)=O)C(=O)O. As for the HOMO energy: -9.29 eV. As for the energy above the lowest of the compared OMol25 structures with the same formula, charge and spin: 206.9 kJ/mol. As for the orbital gap: 9.7 eV. The LUMO energy comes out at 0.454 eV.

2.
The following is a DFT calculation (the ωB97M-V functional and the def2-TZVPD basis) of C10H19N3O4 as an isolated structure in a non-equilibrium geometry.

Atoms and positions in Å:
C: -0.93 0.32 -2.83
C: -0.27 -0.27 -1.55
C: -2.51 0.42 -2.50
C: -3.29 0.85 -3.69
C: -2.65 1.29 -1.39
C: 1.31 0.46 0.30
C: 2.61 -0.41 0.30
C: 0.45 0.11 1.51
C: 1.03 0.15 2.91
C: 0.08 0.11 4.03
H: -1.57 -1.52 -4.04
H: 0.47 -1.08 -3.78
H: -0.42 1.21 -3.12
H: -2.69 -0.60 -2.16
H: -2.85 1.83 -4.15
H: -3.23 0.14 -4.51
H: -4.34 0.99 -3.48
H: -2.24 2.26 -1.49
H: -2.32 1.10 -0.31
H: -3.67 1.46 -1.28
H: 0.35 1.60 -1.26
H: 1.72 1.39 0.41
H: 0.18 -0.99 1.45
H: -0.62 0.65 1.44
H: 1.82 0.95 2.85
H: 1.60 -0.84 3.03
H: 1.39 -1.00 5.23
H: -0.06 -0.70 6.01
H: 1.69 -1.94 -0.80
N: -0.72 -0.49 -4.02
N: 0.48 0.68 -0.87
N: 0.44 -0.61 5.17
O: -0.30 -1.47 -1.38
O: 3.68 -0.06 0.74
O: -0.99 0.68 3.92
O: 2.41 -1.66 -0.11

As for the HOMO energy: -9.71 eV. As for the energy above the lowest of the compared OMol25 structures with the same formula, charge and spin: 496.9 kJ/mol. As for the orbital gap: 10.2 eV. The LUMO energy comes out at 0.482 eV.

LUMO of number 2 (C10H19N3O4)?
0.482 eV